Entry from the Open Molecules 2025 dataset: a structure of composition C3H5NO3 (the ωB97M-V functional and the def2-TZVPD basis).

## Properties
- max |F| (hartree/bohr) = 0.01165
- orbital gap (Eh) = 0.360
- DFT total energy (eV) = -10821.6078
- energy relative to the best compared isomer or geometry (same formula, charge and spin) (kcal per mole) = 94.1
- HOMO energy (hartree) = -0.3489

The geometry in ORCA input format:
```
! wB97M-V def2-TZVPD RIJCOSX def2/J DEFGRID3
* xyz 0 1
H 2.2886 -0.5618 -0.8338
H -0.8842 -0.6564 -1.0838
C -0.2662 -0.9376 -0.2459
N 1.3336 -0.2322 -0.9514
C -1.4618 1.1344 0.5816
O -1.8944 -0.0066 0.7818
H -0.1825 -1.9919 0.0089
H 1.2370 0.4754 -1.6733
O -0.2709 1.4245 0.1599
H -2.1123 2.0113 0.7287
O 1.2635 -0.0035 1.4204
C 0.6550 0.0284 0.3662
*
```